(1)
# C27H39BN6O5P2

A cluster of 7 separate species, C27H39BN6O5P2 in total at a distorted geometry (the ωB97M-V functional and the def2-TZVPD basis, the Open Molecules 2025 dataset).

```
80
C27H39BN6O5P2, DFT the ωB97M-V functional and the def2-TZVPD basis
C -0.845 -0.740 -0.355
O -0.900 0.486 -1.144
B -0.248 0.341 -2.415
O -0.436 -0.818 -3.246
P 0.866 1.854 -2.941
C -0.377 3.021 -3.825
C -0.994 3.927 -2.640
O -0.744 5.140 -2.676
P 2.450 1.213 -4.310
O 3.633 2.500 -4.392
O 3.294 -0.003 -3.410
H -1.771 -1.375 -0.535
H -0.743 -0.436 0.745
H 0.085 -1.326 -0.683
H -1.275 -0.626 -3.732
H 0.106 3.674 -4.612
H -1.244 2.392 -4.211
H -1.581 3.398 -1.819
H 3.318 3.025 -5.156
H 2.801 -0.119 -2.570
C -0.344 -0.442 5.370
C -0.490 0.920 5.736
C -0.127 1.676 4.649
N 0.238 0.822 3.643
C 0.103 -0.472 4.073
H -0.545 -1.305 5.988
H -0.825 1.303 6.688
H -0.095 2.745 4.506
H 0.555 1.102 2.729
H 0.338 -1.299 3.420
C 5.875 4.391 -0.645
C 4.612 4.825 -0.173
C 3.657 4.072 -0.810
N 4.295 3.203 -1.653
C 5.647 3.387 -1.555
H 6.842 4.770 -0.352
H 4.423 5.602 0.553
H 2.580 4.080 -0.738
H 3.844 2.534 -2.252
H 6.330 2.790 -2.140
C -3.439 -3.618 -6.419
C -2.805 -3.817 -5.167
C -3.350 -2.917 -4.286
N -4.287 -2.178 -4.961
C -4.350 -2.604 -6.261
H -3.250 -4.158 -7.334
H -2.036 -4.539 -4.937
H -3.153 -2.737 -3.240
H -4.842 -1.440 -4.563
H -5.036 -2.148 -6.958
C -5.444 1.683 1.266
C -4.507 1.195 2.211
C -3.257 1.352 1.666
N -3.404 1.912 0.426
C -4.733 2.122 0.175
H -6.518 1.711 1.371
H -4.724 0.776 3.182
H -2.277 1.114 2.052
H -2.650 2.135 -0.202
H -5.058 2.564 -0.754
C 3.904 -1.629 4.520
C 3.743 -0.390 3.851
C 4.991 0.162 3.704
N 5.900 -0.696 4.264
C 5.246 -1.792 4.759
H 3.125 -2.324 4.794
H 2.816 0.048 3.514
H 5.311 1.089 3.253
H 6.893 -0.544 4.305
H 5.791 -2.591 5.238
C -1.254 -5.627 1.928
C -2.555 -5.846 1.411
C -3.185 -4.627 1.360
N -2.314 -3.681 1.831
C -1.132 -4.282 2.175
H -0.491 -6.372 2.099
H -2.983 -6.790 1.109
H -4.175 -4.351 1.031
H -2.511 -2.697 1.912
H -0.310 -3.703 2.566
```

Summary:
- LUMO level: -0.0307 hartree
- SMILES: COB(O)P(CC=O)#P(O)O.c1cc[nH]c1.c1cc[nH]c1.c1cc[nH]c1.c1cc[nH]c1.c1cc[nH]c1.c1cc[nH]c1
- Orbital gap: 0.262 Eh
- HOMO level: -7.971 eV

Löwdin atomic charge list, values in e, 6 entries: C -0.067; O -0.117; B -0.730; O 0.042; P 0.810; C -0.330


(2)
# C27H39ClF7NO3PS2

The ion C27H39ClF7NO3PS2 with charge +1 at a distorted geometry (the ωB97M-V functional and the def2-TZVPD basis, the Open Molecules 2025 dataset).

```
81
C27H39ClF7NO3PS2, DFT the ωB97M-V functional and the def2-TZVPD basis
C -3.613 -3.933 -2.419
C -2.113 -3.406 -2.239
C -1.942 -3.127 -0.706
O -0.610 -2.717 -0.368
C -0.476 -2.332 1.005
C 0.423 -1.050 1.248
P 0.156 -0.840 3.153
C -1.627 -0.574 3.605
C 0.586 -2.478 4.039
C -0.637 -3.451 4.235
C -0.203 0.141 0.357
C -0.798 1.381 1.138
C -1.252 2.608 0.267
C -2.453 3.283 1.037
O -2.178 3.304 2.458
C -3.217 4.037 3.076
C -3.034 5.599 3.061
O -4.156 3.475 3.533
C 0.611 0.303 -1.012
Cl -0.567 -0.289 -2.293
C 1.076 1.677 -1.600
C 2.164 1.690 -2.739
C 1.679 1.297 -4.167
C 0.504 1.943 -4.692
C 0.054 1.517 -6.009
C 0.764 0.479 -6.720
C 1.948 -0.131 -6.179
C 2.418 0.274 -4.877
C 1.867 -0.627 -0.668
S 2.514 -1.622 -2.049
N 1.865 -1.190 0.802
S 2.483 -2.900 0.627
C 2.996 -0.684 1.653
F 4.168 -0.989 0.959
F 3.203 -1.397 2.801
C 3.076 0.837 2.020
F 2.770 0.982 3.350
F 2.267 1.689 1.331
C 4.548 1.449 1.913
F 5.440 0.791 2.670
F 4.937 1.655 0.638
F 4.438 2.697 2.474
H -3.632 -5.043 -2.302
H -4.209 -3.469 -1.591
H -4.012 -3.605 -3.409
H -1.377 -4.145 -2.632
H -2.044 -2.488 -2.866
H -2.704 -2.357 -0.425
H -2.174 -4.093 -0.180
H -1.509 -2.203 1.411
H -0.058 -3.237 1.529
H -1.758 0.529 3.779
H -1.936 -1.048 4.573
H -2.398 -0.852 2.849
H 1.347 -3.033 3.430
H 0.977 -2.163 5.032
H -1.307 -3.559 3.354
H -1.257 -3.100 5.092
H -0.264 -4.471 4.502
H -1.161 -0.307 -0.016
H -1.773 1.010 1.558
H -0.181 1.688 2.021
H -1.510 2.347 -0.784
H -0.413 3.351 0.242
H -2.672 4.312 0.652
H -3.356 2.643 0.820
H -1.976 5.818 2.768
H -3.288 6.010 4.059
H -3.677 5.975 2.232
H 0.167 2.156 -2.049
H 1.417 2.422 -0.829
H 2.521 2.755 -2.815
H 3.088 1.112 -2.463
H -0.064 2.723 -4.141
H -0.859 1.959 -6.457
H 0.416 0.120 -7.712
H 2.510 -0.939 -6.697
H 3.307 -0.162 -4.370
H 2.661 0.172 -0.613
H 1.524 -2.568 -2.217
H 1.558 -3.631 -0.052
```

Summary:
- LUMO level: -0.1367 hartree
- Total charge: +1
- SMILES: CCCOC[C@]1(P(C)CC)[C@@H](CCCOC(C)=O)[C@@](Cl)(CCc2ccccc2)[C@H](S)[N@@+]1(S)C(F)(F)C(F)(F)C(F)(F)F
- Orbital gap: 0.269 Eh
- HOMO level: -11.028 eV

Löwdin atomic charge list, values in e, 6 entries: C -0.097; C -0.223; C -0.230; O -0.235; C -0.247; C -0.401


(3)
# C27H39ClIN7O3RhS

A structure of composition C27H39ClIN7O3RhS at a distorted geometry (the ωB97M-V functional and the def2-TZVPD basis, the Open Molecules 2025 dataset).

```
80
C27H39ClIN7O3RhS, DFT the ωB97M-V functional and the def2-TZVPD basis
Rh -0.650 0.167 0.224
C 1.925 -7.144 -1.760
C 2.133 -5.661 -2.104
C 3.334 -5.539 -3.056
C 2.491 -4.915 -0.816
C 0.866 -5.071 -2.800
O 1.142 -3.744 -3.273
C 0.381 -5.998 -3.941
C -0.292 -5.315 -5.134
C -1.608 -4.628 -4.863
C -2.731 -5.356 -4.465
C -3.947 -4.737 -4.225
C -4.050 -3.367 -4.404
Cl -5.599 -2.593 -4.167
C -2.959 -2.614 -4.822
C -1.741 -3.248 -5.034
C -0.360 -4.881 -1.874
N -0.310 -3.695 -1.003
C -0.311 -2.424 -1.373
N -0.248 -1.679 -0.265
C -0.248 -2.581 0.772
N -0.286 -3.806 0.338
H 2.733 -7.481 -1.109
H 1.935 -7.778 -2.647
H 0.988 -7.327 -1.227
H 4.153 -6.155 -2.684
H 3.714 -4.513 -3.105
H 3.117 -5.881 -4.070
H 3.492 -5.214 -0.500
H 1.814 -5.160 0.000
H 2.502 -3.829 -0.968
H 1.910 -3.793 -3.853
H -0.284 -6.754 -3.510
H 1.228 -6.559 -4.329
H -0.430 -6.073 -5.908
H 0.392 -4.580 -5.560
H -2.669 -6.434 -4.358
H -4.815 -5.317 -3.937
H -3.076 -1.558 -5.046
H -0.896 -2.671 -5.393
H -0.502 -5.731 -1.214
H -1.254 -4.760 -2.480
H -0.298 -2.100 -2.401
H -0.200 -2.311 1.813
N 3.646 0.953 3.704
C 2.342 0.258 3.434
C 1.946 0.550 1.982
O 2.717 1.234 1.311
O 0.845 0.023 1.633
H 3.565 1.683 4.412
H 3.936 1.393 2.816
H 4.380 0.314 4.010
H 1.589 0.623 4.126
H 2.464 -0.811 3.587
C 0.730 1.685 -4.482
N 1.689 1.394 -3.427
C 3.124 1.243 -3.753
C 3.771 0.955 -2.386
N 2.630 1.098 -1.464
C 1.515 1.318 -2.121
S -0.050 1.625 -1.375
H 0.996 2.624 -4.964
H -0.269 1.766 -4.069
H 0.759 0.886 -5.221
H 3.487 2.162 -4.210
H 3.248 0.428 -4.463
H 4.541 1.681 -2.137
H 4.191 -0.045 -2.319
H 2.672 1.064 -0.444
I -2.620 1.425 1.914
C -3.410 0.787 0.075
C -4.712 0.973 -0.321
C -5.048 0.568 -1.608
C -4.076 0.015 -2.430
C -2.795 -0.145 -1.948
N -2.474 0.231 -0.700
H -5.435 1.424 0.345
H -6.063 0.691 -1.966
H -4.317 -0.307 -3.433
H -2.008 -0.583 -2.542
```

Summary:
- LUMO level (alpha / beta): -0.3849 / -0.3849 hartree
- Total charge: +3
- Orbital gap (alpha / beta): 0.168 / 0.168 Eh
- Energy above the lowest of the compared OMol25 structures with the same formula, charge and spin: 0.260 eV
- HOMO level (alpha / beta): -15.042 / -15.042 eV

Löwdin atomic charge list, values in e, 6 entries: Rh 0.757; C -0.026; C -0.521; C -0.032; C -0.048; C -0.412


(4)
# C27H39IrN4O2Si4

A structure of composition C27H39IrN4O2Si4 at a distorted geometry (the ωB97M-V functional and the def2-TZVPD basis, the Open Molecules 2025 dataset).

```
77
C27H39IrN4O2Si4, DFT the ωB97M-V functional and the def2-TZVPD basis
Ir 0.017 -1.200 -1.306
O -1.520 1.424 -4.022
C -1.321 0.494 -3.239
N -0.074 0.175 -2.710
C 1.130 0.632 -3.129
C 1.354 1.639 -4.080
C 2.633 1.983 -4.433
C 3.741 1.340 -3.853
C 3.569 0.363 -2.907
C 2.272 -0.018 -2.513
N 1.955 -0.954 -1.591
C 2.837 -1.822 -0.956
O 4.062 -1.695 -0.948
C 2.123 -2.882 -0.264
C 2.846 -3.859 0.435
C 2.190 -4.891 1.050
C 0.787 -4.951 0.933
C 0.130 -3.959 0.251
N 0.744 -2.919 -0.332
C -2.364 -0.377 -2.719
C -3.684 -0.230 -3.166
C -4.667 -1.072 -2.716
C -4.310 -2.082 -1.800
C -3.003 -2.178 -1.394
N -2.025 -1.356 -1.804
H 0.500 2.135 -4.510
H 2.792 2.768 -5.157
H 4.736 1.634 -4.149
H 4.408 -0.124 -2.437
H 3.920 -3.757 0.454
H 2.727 -5.647 1.600
H 0.235 -5.769 1.361
H -0.947 -3.987 0.145
H -3.886 0.556 -3.876
H -5.681 -0.992 -3.065
H -5.038 -2.791 -1.446
H -2.706 -2.959 -0.706
C 1.760 2.486 3.089
Si 2.051 1.374 1.567
C 3.098 -0.138 2.014
C 2.681 2.357 0.069
Si -0.233 0.172 0.636
Si -1.134 -0.633 2.814
C -2.830 -1.343 2.301
C 0.052 -1.995 3.433
C -1.455 0.656 4.186
Si -1.545 2.458 0.309
C -0.807 3.316 -1.214
C -3.298 1.787 -0.001
C -1.538 3.655 1.796
H 2.710 2.874 3.447
H 1.308 1.941 3.909
H 1.128 3.337 2.871
H 4.116 0.168 2.243
H 3.167 -0.843 1.195
H 2.717 -0.673 2.876
H 3.737 2.586 0.192
H 2.158 3.301 -0.054
H 2.586 1.798 -0.857
H -2.746 -2.048 1.482
H -3.505 -0.555 1.984
H -3.303 -1.858 3.132
H 0.404 -2.630 2.625
H -0.443 -2.640 4.155
H 0.924 -1.577 3.926
H -2.158 1.413 3.856
H -0.555 1.161 4.515
H -1.891 0.177 5.057
H -0.750 2.656 -2.071
H 0.188 3.710 -1.037
H -1.439 4.152 -1.505
H -3.294 0.912 -0.641
H -3.901 2.539 -0.502
H -3.809 1.524 0.919
H -0.559 4.086 1.970
H -1.860 3.186 2.717
H -2.216 4.481 1.598
```

Summary:
- LUMO level (alpha / beta): -0.1335 / -0.2088 hartree
- Total charge: +1
- Orbital gap (alpha / beta): 0.152 / 0.192 Eh
- Multiplicity: 6
- HOMO level (alpha / beta): -7.779 / -10.909 eV

natural (NBO) atomic charge list, values in e, 6 entries: Ir 0.965; O -0.565; C 0.601; N -0.563; C 0.160; C -0.250


(5)
# C27H40BF2N3O11P

A cluster of 2 separate species, C27H40BF2N3O11P in total at a distorted geometry (the ωB97M-V functional and the def2-TZVPD basis, the Open Molecules 2025 dataset).

```
85
C27H40BF2N3O11P, DFT the ωB97M-V functional and the def2-TZVPD basis
C 2.634 1.344 3.134
C 2.690 1.548 1.574
C 3.753 0.574 0.997
C 3.414 0.124 -0.469
C 2.759 -1.279 -0.497
C 1.333 -1.226 0.087
C 0.364 -2.259 -0.536
C 0.162 -2.117 -2.058
C -0.487 -0.793 -2.528
C -1.595 -0.274 -1.627
C -1.475 0.945 -1.027
C -0.249 1.817 -1.239
C -0.407 2.771 -2.463
C -0.248 4.257 -2.080
O 0.567 2.433 -3.448
C -2.543 1.436 -0.201
C -2.377 2.805 0.437
N -1.977 2.785 1.851
C -1.485 1.513 2.357
C -3.671 0.680 -0.033
P -5.092 1.247 0.954
O -4.757 2.332 1.884
O -6.296 1.674 -0.046
O -5.702 0.031 1.810
C -3.782 -0.587 -0.665
N -4.927 -1.294 -0.465
C -4.956 -2.450 -1.036
O -6.057 -3.244 -0.854
C -3.902 -2.931 -1.846
C -4.063 -4.322 -2.460
O -3.784 -5.300 -1.431
C -2.511 -5.233 -0.928
C -1.335 -5.598 -1.835
O -2.287 -4.888 0.194
N -2.801 -2.283 -2.105
C -2.758 -1.081 -1.465
H 1.778 1.890 3.546
H 2.503 0.269 3.293
H 3.572 1.725 3.561
H 1.689 1.359 1.173
H 2.937 2.601 1.404
H 4.721 1.066 0.948
H 3.764 -0.336 1.603
H 2.734 0.890 -0.868
H 4.305 0.149 -1.105
H 2.812 -1.699 -1.507
H 3.400 -1.904 0.137
H 0.869 -0.246 -0.024
H 1.410 -1.490 1.148
H -0.592 -2.301 0.002
H 0.825 -3.245 -0.362
H -0.459 -2.961 -2.363
H 1.133 -2.299 -2.531
H 0.291 -0.057 -2.714
H -0.943 -1.001 -3.506
H -0.057 2.388 -0.327
H 0.646 1.228 -1.419
H -1.430 2.649 -2.844
H -0.052 4.875 -2.964
H 0.523 4.384 -1.315
H -1.202 4.620 -1.684
H 1.080 3.224 -3.644
H -3.361 3.286 0.397
H -1.708 3.459 -0.118
H -2.709 3.154 2.436
H -1.103 1.686 3.371
H -2.267 0.744 2.474
H -0.632 1.143 1.782
H -5.948 2.293 -0.702
H -6.669 0.088 1.805
H -5.991 -3.569 0.057
H -5.103 -4.458 -2.746
H -3.360 -4.401 -3.291
H -0.440 -5.111 -1.449
H -1.467 -5.244 -2.860
H -1.184 -6.680 -1.795
B 8.683 1.021 3.064
O 8.507 1.678 4.391
C 7.315 2.242 4.427
O 6.859 2.855 5.357
C 6.614 1.989 3.098
O 5.510 2.367 2.796
O 7.413 1.286 2.323
F 8.872 -0.351 3.222
F 9.763 1.583 2.384
```

Summary:
- LUMO level: 0.0257 hartree
- Total charge: -1
- Orbital gap: 0.268 Eh
- Energy above the lowest of the compared OMol25 structures with the same formula, charge and spin: 0.708 eV
- HOMO level: -6.595 eV

Löwdin atomic charge list, values in e, 6 entries: C -0.099; C -0.240; C -0.188; C -0.193; C -0.191; C -0.185


Question: What is the formula in the second record?
Answer: C27H39ClF7NO3PS2


What did the third record say?
# C27H39ClIN7O3RhS

A structure of composition C27H39ClIN7O3RhS at a distorted geometry (the ωB97M-V functional and the def2-TZVPD basis, the Open Molecules 2025 dataset).

```
80
C27H39ClIN7O3RhS, DFT the ωB97M-V functional and the def2-TZVPD basis
Rh -0.650 0.167 0.224
C 1.925 -7.144 -1.760
C 2.133 -5.661 -2.104
C 3.334 -5.539 -3.056
C 2.491 -4.915 -0.816
C 0.866 -5.071 -2.800
O 1.142 -3.744 -3.273
C 0.381 -5.998 -3.941
C -0.292 -5.315 -5.134
C -1.608 -4.628 -4.863
C -2.731 -5.356 -4.465
C -3.947 -4.737 -4.225
C -4.050 -3.367 -4.404
Cl -5.599 -2.593 -4.167
C -2.959 -2.614 -4.822
C -1.741 -3.248 -5.034
C -0.360 -4.881 -1.874
N -0.310 -3.695 -1.003
C -0.311 -2.424 -1.373
N -0.248 -1.679 -0.265
C -0.248 -2.581 0.772
N -0.286 -3.806 0.338
H 2.733 -7.481 -1.109
H 1.935 -7.778 -2.647
H 0.988 -7.327 -1.227
H 4.153 -6.155 -2.684
H 3.714 -4.513 -3.105
H 3.117 -5.881 -4.070
H 3.492 -5.214 -0.500
H 1.814 -5.160 0.000
H 2.502 -3.829 -0.968
H 1.910 -3.793 -3.853
H -0.284 -6.754 -3.510
H 1.228 -6.559 -4.329
H -0.430 -6.073 -5.908
H 0.392 -4.580 -5.560
H -2.669 -6.434 -4.358
H -4.815 -5.317 -3.937
H -3.076 -1.558 -5.046
H -0.896 -2.671 -5.393
H -0.502 -5.731 -1.214
H -1.254 -4.760 -2.480
H -0.298 -2.100 -2.401
H -0.200 -2.311 1.813
N 3.646 0.953 3.704
C 2.342 0.258 3.434
C 1.946 0.550 1.982
O 2.717 1.234 1.311
O 0.845 0.023 1.633
H 3.565 1.683 4.412
H 3.936 1.393 2.816
H 4.380 0.314 4.010
H 1.589 0.623 4.126
H 2.464 -0.811 3.587
C 0.730 1.685 -4.482
N 1.689 1.394 -3.427
C 3.124 1.243 -3.753
C 3.771 0.955 -2.386
N 2.630 1.098 -1.464
C 1.515 1.318 -2.121
S -0.050 1.625 -1.375
H 0.996 2.624 -4.964
H -0.269 1.766 -4.069
H 0.759 0.886 -5.221
H 3.487 2.162 -4.210
H 3.248 0.428 -4.463
H 4.541 1.681 -2.137
H 4.191 -0.045 -2.319
H 2.672 1.064 -0.444
I -2.620 1.425 1.914
C -3.410 0.787 0.075
C -4.712 0.973 -0.321
C -5.048 0.568 -1.608
C -4.076 0.015 -2.430
C -2.795 -0.145 -1.948
N -2.474 0.231 -0.700
H -5.435 1.424 0.345
H -6.063 0.691 -1.966
H -4.317 -0.307 -3.433
H -2.008 -0.583 -2.542
```

Summary:
- LUMO level (alpha / beta): -0.3849 / -0.3849 hartree
- Total charge: +3
- Orbital gap (alpha / beta): 0.168 / 0.168 Eh
- Energy above the lowest of the compared OMol25 structures with the same formula, charge and spin: 0.260 eV
- HOMO level (alpha / beta): -15.042 / -15.042 eV

Löwdin atomic charge list, values in e, 6 entries: Rh 0.757; C -0.026; C -0.521; C -0.032; C -0.048; C -0.412